# 1
ORCA calculation (wB97M-V/def2-TZVPD) on one molecule with the formula C7H10 in a non-equilibrium geometry.

ORCA input file:
```
! RIJCOSX wB97M-V def2-TZVPD def2/J DEFGRID3
* xyz 0 1
C 0.28420 -1.48971 -0.43723
C -0.77500 -2.29897 -0.45889
C 1.56085 2.02908 0.35499
C 0.48302 1.82501 1.45311
C 0.10973 -0.06226 -0.33788
C 0.97822 0.67919 0.69591
C -2.07379 -2.08325 -1.28275
H 1.12946 -1.87632 0.17692
H 1.52791 2.47630 -0.66950
H 2.63883 2.20223 0.78814
H 0.83241 1.97532 2.40689
H -0.58486 2.09923 1.43931
H -0.64354 0.49918 -0.84287
H 1.65039 0.03558 1.16176
H -2.26205 -3.11874 -1.79467
H -2.02358 -1.21071 -2.03649
H -2.83221 -1.68115 -0.61677
*
```

Values from the calculation:
relative energy (zero: lowest compared OMol25 entry of this formula, charge and spin)	139.2	kcal/mol
HOMO energy (spin up / spin down)	-7.231 / -8.169	eV
strongest force on any atom	3.35	eV/Å
LUMO (spin up / spin down)	-0.1 / 0.0	eV
DFT total energy	-7414.996	eV
orbital gap (spin up / spin down)	7.09 / 8.16	eV

=====

# 2
ORCA calculation (wB97M-V/def2-TZVPD) on one molecule with the formula C7H10.

ORCA input file:
```
! RIJCOSX wB97M-V def2-TZVPD def2/J DEFGRID3
* xyz 0 1
C 1.87536 -0.05650 1.79773
C 1.68016 -0.43417 0.55955
C 1.23348 -0.55419 -0.65910
C -0.26817 -0.60038 -0.91131
C -1.08658 -1.17856 0.23932
C -0.54696 0.85997 -1.19739
C -1.20994 1.70264 -0.41328
H 1.62649 0.97300 2.02403
H 2.23895 -0.67110 2.60765
H 1.88272 -0.37138 -1.51268
H -0.46944 -1.19465 -1.81063
H -2.15120 -1.13542 -0.00737
H -0.81867 -2.22143 0.43861
H -0.93020 -0.61996 1.16582
H -0.02530 1.25788 -2.06862
H -1.24663 2.76608 -0.62359
H -1.71827 1.38491 0.49111
*
```

Values from the calculation:
relative energy (zero: lowest compared OMol25 entry of this formula, charge and spin)	57.2	kcal/mol
SMILES	C=C=C[C@@H](C)C=C
HOMO energy	-9.186	eV
strongest force on any atom	0.45	eV/Å
LUMO	1.1	eV
DFT total energy	-7418.556	eV
orbital gap	10.29	eV

=====

# 3
ORCA calculation (wB97M-V/def2-TZVPD) on one molecule with the formula C7H10.

ORCA input file:
```
! RIJCOSX wB97M-V def2-TZVPD def2/J DEFGRID3
* xyz 0 1
C -1.86528 0.51077 -0.04401
C -1.04275 -0.75398 -0.12299
C 0.17548 -1.01377 0.73611
C 0.88590 0.14550 1.35034
C 1.53009 0.87092 0.43626
C 1.19391 0.41952 -0.97052
C 0.32651 -0.82366 -0.75610
H -2.32696 0.72737 -1.01464
H -2.67114 0.41431 0.69346
H -1.25068 1.36957 0.24109
H -1.64280 -1.64064 -0.33606
H 0.37111 -1.96958 1.21400
H 0.88022 0.31862 2.42293
H 2.21391 1.68684 0.65312
H 0.66746 1.22284 -1.50695
H 2.08136 0.17528 -1.56738
H 0.51061 -1.67886 -1.40016
*
```

Values from the calculation:
relative energy (zero: lowest compared OMol25 entry of this formula, charge and spin)	27.9	kcal/mol
SMILES	C[C@@H]1[C@@H]2C=CC[C@H]12
HOMO energy	-8.822	eV
strongest force on any atom	0.42	eV/Å
LUMO	1.2	eV
DFT total energy	-7419.825	eV
orbital gap	10.01	eV